Entry 1:
16
Properties=species:S:1:pos:R:3 method="wB97M-V/def2-TZVPD" total_charge=-2 relative_energy_kcal_mol=37.70 homo_energy_ha=-0.0926 energy_ev=-45177.8026 spin_multiplicity=1 lumo_energy_ev=4.169
Cl -3.24 0.34 0.14
Cl 4.30 11.96 -1.58
P -2.87 -2.99 0.34
O -1.47 -3.51 0.70
O -3.86 -2.76 1.39
O -3.32 -3.15 -1.05
N -2.20 -1.00 0.13
C -0.99 -0.87 -0.35
C -0.29 1.45 0.04
C -0.37 0.27 -0.95
H -1.12 1.54 0.81
H 0.73 1.35 0.52
H -0.84 0.47 -1.85
H 0.69 -0.01 -1.17
H -0.44 2.39 -0.54
H -0.41 -1.73 -0.23



Entry 2:
12
Properties=species:S:1:pos:R:3 method="wB97M-V/def2-TZVPD" relative_energy_kcal_mol=18.89 smiles=OC(CCl)CCl homo_energy_ha=-0.3856 energy_ev=-30299.8909 spin_multiplicity=1 lumo_energy_ev=0.758
Cl -2.29 -0.80 0.00
Cl 2.37 -0.69 -0.06
O -0.81 1.97 0.07
C -0.58 -0.58 0.18
C 1.35 0.79 0.20
C -0.08 0.82 -0.37
H -1.79 1.85 -0.16
H 0.02 0.76 -1.43
H 1.27 1.07 1.28
H 1.85 1.66 -0.11
H -0.09 -0.57 1.23
H -0.07 -1.29 -0.42



Entry 3:
13
Properties=species:S:1:pos:R:3 method="wB97M-V/def2-TZVPD" relative_energy_kcal_mol=27.53 smiles=C[C@H](Cl)O[C@@H](O)Cl homo_energy_ha=-0.3837 energy_ev=-32347.5214 spin_multiplicity=1 lumo_energy_ev=0.676
Cl -2.87 0.30 0.28
Cl -0.05 2.32 -0.11
O -0.22 -0.28 0.27
O -1.80 -2.01 -0.29
C -1.64 -0.71 -0.46
C 0.62 0.63 -0.27
C 1.91 0.52 0.54
H 2.51 1.42 0.45
H 2.48 -0.34 0.20
H -1.89 -2.24 0.65
H 1.64 0.37 1.59
H -1.51 -0.46 -1.51
H 0.79 0.50 -1.34



Entry 4:
13
Properties=species:S:1:pos:R:3 method="wB97M-V/def2-TZVPD" relative_energy_kcal_mol=6.80 homo_energy_ha="-0.1939 / -0.4178" energy_ev=-32343.0736 spin_multiplicity=3 lumo_energy_ev="0.444 / -2.163"
Cl -0.05 2.29 -3.33
Cl -2.63 0.83 -3.03
O -1.27 -0.18 -0.46
O -0.32 -1.31 2.22
C 0.65 1.21 -0.50
C -0.99 1.22 -2.33
C -0.60 0.77 -1.12
H 0.94 2.35 -0.43
H 1.47 0.81 -1.01
H 0.49 0.79 0.48
H -0.62 -0.47 2.01
H -1.98 -0.49 -1.12
H -0.30 -1.82 1.33



Entry 5:
12
Properties=species:S:1:pos:R:3 method="wB97M-V/def2-TZVPD" relative_energy_kcal_mol=15.06 smiles=SC(CCl)CCl homo_energy_ha=-0.3481 energy_ev=-39087.6498 spin_multiplicity=1 lumo_energy_ev=0.553
Cl -0.73 -1.42 1.33
Cl -0.38 2.04 0.68
S -0.38 -0.28 -1.99
C 0.88 -0.26 -0.58
C 1.05 1.13 0.02
C 0.83 -1.46 0.55
H 1.76 0.94 0.81
H 1.15 -2.42 0.03
H 0.33 -1.02 -2.76
H 1.90 -0.56 -0.89
H 1.62 -1.25 1.18
H 1.53 1.80 -0.67



Entry 6:
12
Properties=species:S:1:pos:R:3 method="wB97M-V/def2-TZVPD" relative_energy_kcal_mol=108.39 homo_energy_ha=-0.3331 energy_ev=-36128.7847 spin_multiplicity=1 lumo_energy_ev=0.350
Cl -3.35 -1.75 -0.31
Cl -4.80 1.11 0.12
Si -0.14 -0.87 0.64
C 0.71 0.14 -0.72
C -2.53 -0.37 0.27
C -3.11 0.80 0.44
H 0.09 -0.36 1.99
H -2.58 1.66 0.80
H -0.07 -2.31 0.50
H 1.67 0.51 -0.39
H 0.87 -0.46 -1.61
H 0.10 0.99 -1.00